{
  "formula": "C39H43BrFN3OP",
  "method": "ωB97M-V with the def2-TZVPD basis set",
  "e_homo_ev": -10.452,
  "molar_mass_da": 699.669,
  "total_charge": 1,
  "orbital_gap_ev": 6.77,
  "species": ["N", "C", "N", "C", "F", "C", "N", "P", "O", "Br", "H", "H", "H", "H", "H", "H", "H", "C", "C", "C", "C", "C", "C", "H", "H", "H", "H", "H", "H", "C", "C", "C", "C", "C", "C", "H", "H", "H", "H", "H", "H", "C", "C", "C", "C", "C", "C", "H", "H", "H", "H", "H", "H", "C", "C", "C", "C", "C", "C", "H", "H", "H", "H", "H", "H", "C", "C", "C", "C", "C", "C", "H", "H", "H", "H", "H", "H", "C", "C", "C", "C", "C", "C", "H", "H", "H", "H", "H", "H"],
  "coordinates": [[5.2896, -0.5899, 0.8900], [5.5640, 0.6915, 1.1682], [6.7882, 1.1343, 1.5390], [6.4606, 2.2590, 2.4720], [7.5047, 3.0310, 2.7051], [5.3607, 2.9095, 1.6513], [4.6707, 1.7005, 1.1114], [2.9481, 1.3893, 1.2049], [2.4984, 2.8344, 0.6485], [2.6534, 1.6619, 3.3775], [5.9511, -1.1464, 0.3663], [4.4034, -1.0025, 1.1447], [7.3934, 0.4075, 1.9072], [6.0992, 1.8194, 3.4094], [5.8491, 3.3764, 0.7875], [4.7156, 3.6128, 2.1748], [1.7591, 2.7553, 0.0194], [-0.6870, 0.7154, -4.5850], [-0.9835, 1.3608, -3.3927], [-0.0745, 1.3296, -2.3459], [1.1297, 0.6546, -2.4929], [1.4277, 0.0083, -3.6839], [0.5167, 0.0389, -4.7304], [-1.3974, 0.7369, -5.4008], [-1.9231, 1.8863, -3.2785], [-0.3182, 1.8315, -1.4148], [1.8394, 0.6304, -1.6739], [2.3665, -0.5178, -3.7989], [0.7443, -0.4666, -5.6595], [-3.8100, 2.5660, -1.0032], [-4.7589, 2.5537, -2.0154], [-5.7650, 3.5095, -2.0308], [-5.8183, 4.4771, -1.0369], [-4.8685, 4.4885, -0.0248], [-3.8645, 3.5305, -0.0064], [-3.0301, 1.8140, -0.9882], [-4.7167, 1.7960, -2.7883], [-6.5096, 3.4988, -2.8158], [-6.6027, 5.2224, -1.0501], [-4.9127, 5.2428, 0.7500], [-3.1270, 3.5356, 0.7868], [-3.6583, -1.6418, -0.2550], [-2.8044, -1.1938, -1.2536], [-2.9070, -1.7068, -2.5389], [-3.8662, -2.6680, -2.8274], [-4.7216, -3.1156, -1.8296], [-4.6155, -2.6044, -0.5431], [-3.5802, -1.2401, 0.7474], [-2.0558, -0.4422, -1.0338], [-2.2384, -1.3564, -3.3151], [-3.9458, -3.0664, -3.8312], [-5.4719, -3.8636, -2.0527], [-5.2813, -2.9558, 0.2343], [-7.8814, -4.3178, -5.4487], [-6.6919, -4.4496, -4.7457], [-6.1626, -5.7095, -4.5030], [-6.8216, -6.8396, -4.9670], [-8.0101, -6.7082, -5.6712], [-8.5410, -5.4481, -5.9104], [-8.2945, -3.3350, -5.6356], [-6.1765, -3.5671, -4.3890], [-5.2355, -5.8120, -3.9518], [-6.4087, -7.8225, -4.7802], [-8.5236, -7.5890, -6.0342], [-9.4698, -5.3473, -6.4567], [5.2580, -3.9889, 3.7152], [6.0867, -3.5160, 2.7068], [7.1772, -4.2645, 2.2850], [7.4370, -5.4943, 2.8722], [6.6086, -5.9695, 3.8791], [5.5213, -5.2178, 4.3024], [4.4083, -3.4044, 4.0454], [5.8806, -2.5566, 2.2471], [7.8266, -3.8952, 1.5007], [8.2841, -6.0822, 2.5450], [6.8109, -6.9293, 4.3354], [4.8793, -5.5900, 5.0896], [1.6914, 7.2972, 5.5256], [2.3252, 7.0487, 6.7354], [2.8342, 5.7869, 7.0085], [2.7128, 4.7739, 6.0676], [2.0802, 5.0227, 4.8573], [1.5674, 6.2839, 4.5859], [1.2928, 8.2811, 5.3162], [2.4215, 7.8397, 7.4673], [3.3228, 5.5933, 7.9543], [3.1103, 3.7888, 6.2822], [1.9908, 4.2285, 4.1271], [1.0698, 6.4772, 3.6441]]
}

{
  "formula": "C39H43ClEuP2Si2",
  "method": "ωB97M-V with the def2-TZVPD basis set",
  "e_homo_ev": [-7.510, -7.494],
  "molar_mass_da": 817.310,
  "s_squared": 12.062,
  "total_charge": 1,
  "orbital_gap_ev": [3.57, 2.91],
  "multiplicity": 7,
  "species": ["C", "C", "C", "H", "C", "C", "H", "H", "H", "H", "Eu", "Si", "C", "C", "H", "C", "H", "C", "H", "C", "H", "C", "H", "C", "C", "H", "C", "H", "C", "H", "C", "H", "C", "H", "H", "Si", "C", "C", "H", "C", "H", "C", "H", "C", "H", "C", "H", "C", "C", "H", "C", "H", "C", "H", "C", "H", "C", "H", "H", "Cl", "C", "P", "C", "C", "C", "C", "C", "C", "C", "P", "C", "C", "H", "H", "H", "H", "H", "H", "H", "H", "H", "H", "H", "H", "H", "H", "H", "H"],
  "coordinates": [[3.8383, 1.8190, 1.3308], [4.0296, 0.6880, 2.1744], [3.8771, -0.4912, 1.3785], [4.3372, 0.7341, 3.2204], [3.5877, -0.0749, 0.0347], [3.5841, 1.3547, 0.0159], [3.5078, 1.9729, -0.8773], [3.9274, 2.8661, 1.6374], [4.0054, -1.5239, 1.7062], [3.4607, -0.7219, -0.8274], [1.1964, 0.1346, 1.3104], [-0.1159, -3.2305, 0.4497], [-1.6164, -4.1718, 1.1288], [-2.7486, -4.3303, 0.3179], [-2.7507, -3.9734, -0.7109], [-3.8982, -4.9593, 0.8085], [-4.7697, -5.0560, 0.1606], [-3.9229, -5.4552, 2.1119], [-4.8214, -5.9323, 2.4987], [-2.7835, -5.3362, 2.9114], [-2.7874, -5.7373, 3.9264], [-1.6335, -4.6987, 2.4256], [-0.7487, -4.6030, 3.0541], [-0.0338, -4.3051, -1.1469], [0.4703, -5.5997, -0.9017], [0.8740, -5.8277, 0.0886], [0.4023, -6.5901, -1.8870], [0.7442, -7.6007, -1.6571], [-0.1023, -6.2944, -3.1636], [-0.1246, -7.0427, -3.9534], [-0.5974, -5.0082, -3.4049], [-1.0210, -4.7207, -4.3716], [-0.5938, -4.0511, -2.3980], [-1.1885, -3.0961, -2.6569], [1.1554, -3.3897, 1.2093], [-1.1693, -1.4657, -2.8000], [0.5298, -0.9800, -3.3507], [1.7130, -1.6564, -3.0015], [1.6742, -2.5251, -2.3391], [2.9451, -1.2451, -3.5268], [3.8602, -1.7659, -3.2286], [3.0071, -0.1630, -4.4156], [3.9720, 0.1616, -4.8206], [1.8359, 0.5303, -4.7520], [1.8833, 1.3916, -5.4210], [0.6074, 0.1332, -4.2148], [-0.3139, 0.6774, -4.4590], [-1.5691, -1.2174, -1.0318], [-0.4920, -1.4835, -0.0107], [0.5075, -1.1185, -0.4062], [-0.8739, -1.3244, 1.4183], [-0.1904, -1.6044, 2.2554], [-2.1337, -0.8061, 1.7555], [-2.3458, -0.6004, 2.8077], [-3.0778, -0.5577, 0.7741], [-4.0562, -0.1523, 1.0604], [-2.8056, -0.7868, -0.5833], [-3.5844, -0.6183, -1.3324], [-2.1564, -1.3517, -3.7815], [0.2110, 1.5728, -0.7733], [1.3916, 3.2550, 4.0530], [0.4588, 3.0517, 2.4884], [-1.1909, 2.4934, 3.0991], [0.0191, 4.8176, 2.1556], [-0.2027, 5.7345, 3.1875], [-0.5979, 7.0467, 2.9056], [-0.7741, 7.4590, 1.5818], [-0.5775, 6.5556, 0.5350], [-0.2124, 5.2260, 0.8062], [-0.0566, 4.0535, -0.5694], [-1.5295, 4.3115, -1.5904], [1.4038, 4.5502, -1.5145], [2.1283, 2.4425, 4.1259], [0.7030, 3.2132, 4.9082], [1.9190, 4.2194, 4.0428], [-1.3015, 2.8060, 4.1471], [-1.9717, 2.9666, 2.4853], [-1.2906, 1.3988, 3.0204], [-0.0634, 5.4412, 4.2321], [-0.7638, 7.7469, 3.7259], [-1.0706, 8.4856, 1.3619], [-0.7210, 6.8907, -0.4960], [-1.5214, 5.3352, -1.9900], [-1.5366, 3.5813, -2.4102], [-2.4297, 4.1707, -0.9730], [1.1924, 5.5150, -1.9964], [2.2519, 4.6599, -0.8236], [1.6265, 3.7807, -2.2645]]
}